1.
{"formula": "C23H51Ba2N2O7", "method": "ωB97M-V/def2-TZVPD", "homo_energy_ev": -13.980, "total_charge": 3, "elements": ["Ba", "Ba", "O", "C", "O", "O", "H", "C", "C", "O", "H", "H", "H", "H", "H", "H", "C", "C", "O", "H", "H", "H", "H", "H", "H", "C", "C", "C", "C", "C", "C", "N", "O", "C", "C", "C", "H", "H", "H", "H", "H", "H", "H", "H", "H", "H", "H", "H", "H", "H", "H", "H", "H", "H", "H", "C", "C", "C", "C", "C", "C", "N", "O", "C", "C", "C", "H", "H", "H", "H", "H", "H", "H", "H", "H", "H", "H", "H", "H", "H", "H", "H", "H", "H", "H"], "positions_angstrom": [[-5.3767, -10.4392, 6.4025], [-7.7347, -7.7301, 3.6773], [-5.2793, -5.9131, 6.9914], [-5.1784, -7.1857, 6.6342], [-4.6249, -8.0435, 7.3426], [-5.5796, -7.6072, 5.5522], [-4.9685, -5.9650, 7.8982], [-6.4759, -2.9067, 4.4292], [-7.3849, -3.7443, 5.2876], [-7.1711, -5.0467, 4.9098], [-6.6960, -1.8401, 4.4742], [-6.3932, -3.1699, 3.3747], [-5.4295, -2.8618, 4.7313], [-8.4282, -3.4580, 5.1548], [-7.1824, -3.6999, 6.3577], [-6.5916, -5.3021, 5.6313], [-2.2855, -9.8509, 2.9287], [-2.0738, -10.2253, 4.3369], [-2.9914, -9.5431, 5.1457], [-3.1461, -10.3869, 2.5285], [-1.4534, -10.0397, 2.2504], [-2.3249, -8.7705, 2.7899], [-1.0669, -9.9227, 4.6244], [-2.0672, -11.3099, 4.4451], [-2.8815, -8.5954, 5.0391], [-3.2304, -4.2006, 9.2023], [-4.4903, -4.4305, 10.0765], [-5.5993, -3.3974, 9.5689], [-6.9379, -3.4134, 10.2773], [-7.4249, -4.9143, 10.1361], [-6.4214, -6.1033, 10.3926], [-5.0741, -5.7944, 9.9275], [-4.1235, -6.8499, 10.0806], [-6.3683, -6.2377, 12.0266], [-7.0215, -7.4390, 9.7962], [-4.0940, -4.2255, 11.5586], [-2.6771, -3.2707, 9.3344], [-3.4739, -4.0552, 8.1498], [-2.4966, -5.0049, 9.2537], [-5.2674, -2.3670, 9.4416], [-5.9197, -3.6860, 8.5678], [-7.6000, -2.6106, 9.9528], [-6.7782, -3.2637, 11.3451], [-7.9282, -5.0474, 9.1785], [-8.2421, -5.0689, 10.8407], [-5.3131, -6.2056, 12.2981], [-6.8129, -5.4554, 12.6417], [-6.8241, -7.1785, 12.3352], [-8.1106, -7.4801, 9.8141], [-6.7781, -7.3730, 8.7358], [-6.5702, -8.3907, 10.0770], [-3.4404, -5.0163, 11.9269], [-5.0009, -4.2364, 12.1630], [-3.7747, -3.1873, 11.6497], [-4.4271, -7.3117, 9.2957], [-3.3838, -5.1886, 4.0805], [-1.8354, -5.1216, 4.1460], [-1.4394, -3.5690, 4.0940], [0.0339, -3.3149, 4.4202], [0.2527, -3.8393, 5.8174], [-0.0919, -5.3892, 5.9943], [-1.4307, -5.5764, 5.4760], [-1.9928, -6.7339, 5.9512], [0.9583, -6.2686, 5.1872], [-0.0314, -5.6994, 7.4600], [-1.1503, -5.8912, 3.0710], [-3.6564, -4.8266, 3.0892], [-3.8394, -4.5982, 4.8754], [-3.7373, -6.2105, 4.2181], [-1.6183, -3.0855, 3.1336], [-2.1003, -3.0538, 4.7911], [0.0805, -2.2267, 4.3770], [0.6486, -3.5740, 3.5582], [-0.5121, -3.3665, 6.4336], [1.2002, -3.5877, 6.2939], [1.7179, -6.5396, 5.9205], [0.5784, -7.2750, 5.0113], [1.4924, -5.8507, 4.3339], [0.8613, -5.2255, 7.8682], [-0.9018, -5.2518, 7.9398], [-0.1137, -6.7617, 7.6896], [-1.0567, -6.9498, 3.3130], [-0.1851, -5.4695, 2.7902], [-1.7832, -5.8212, 2.1863], [-2.5783, -6.3737, 6.6213]], "forces_ev_per_a": [[2.051, 1.338, 0.594], [0.884, 2.170, 0.670], [-0.384, -1.460, -1.880], [1.458, -0.182, 1.507], [0.500, -0.708, 2.267], [-3.803, -0.732, -5.120], [0.130, 1.356, 2.446], [1.058, 1.876, 0.131], [-0.511, 2.872, -0.303], [-0.221, -4.201, -0.413], [-0.569, 0.018, -0.090], [-0.702, -0.309, 0.008], [0.084, -0.647, 0.504], [-0.047, -0.095, -0.127], [0.084, 0.574, 0.048], [0.585, -0.955, -0.148], [0.153, 0.241, -1.718], [2.390, 0.066, -0.542], [-2.354, -1.138, 1.441], [-0.244, 0.347, -0.281], [0.191, -0.734, 0.266], [-0.678, 0.190, 0.279], [0.088, 0.035, 0.255], [-0.639, 0.006, 0.504], [0.443, 0.737, 0.225], [-0.181, -0.477, -0.818], [-0.146, 0.981, 0.715], [-0.073, -0.224, -0.264], [1.151, -2.300, 1.319], [-0.811, 0.504, -0.247], [-0.720, 0.706, 3.717], [-0.350, 0.849, -3.332], [-0.851, 0.315, 0.429], [0.470, -0.625, -1.023], [0.883, 1.201, -1.032], [-1.384, 0.903, -0.528], [-0.286, 0.075, 1.013], [-0.450, -0.484, -0.408], [-0.176, -0.080, 0.298], [0.702, -0.132, 0.383], [0.644, -0.270, -0.582], [-0.242, -0.517, -0.297], [-0.089, 0.264, 0.137], [0.240, 0.044, -0.575], [0.026, -0.140, 0.107], [-0.218, -0.664, 0.128], [-0.355, 0.235, -0.583], [0.136, -0.021, 0.078], [0.085, 0.083, 0.606], [-0.106, 0.078, -0.610], [-0.003, 0.238, 0.812], [0.351, 0.445, -0.120], [0.132, -0.113, 0.053], [0.836, -0.265, 0.240], [0.934, -0.993, 0.005], [0.877, -0.220, -0.251], [-0.132, 1.468, 1.290], [-0.120, -1.182, -0.358], [-1.289, 0.843, -0.202], [-0.263, -1.272, 0.443], [1.842, 0.798, -2.532], [0.099, 2.857, 0.601], [-1.080, -1.727, -0.329], [0.254, -0.310, 1.974], [-0.529, 0.053, 0.388], [-0.468, -0.253, -1.470], [-0.349, 0.083, 0.090], [0.099, 0.204, -0.109], [-0.023, -0.237, -0.216], [-0.369, -0.558, -0.382], [0.143, 0.006, 0.292], [0.382, 0.192, 0.469], [0.393, -0.746, 0.458], [-0.023, 0.288, 0.137], [0.215, -0.270, -0.318], [0.498, 0.376, 0.004], [-0.450, 0.112, -0.587], [-0.513, 0.107, -0.021], [0.010, -0.410, 0.184], [0.059, 0.281, 0.113], [0.479, -0.018, -0.069], [0.169, 0.015, 0.068], [-0.015, -0.258, 0.199], [0.116, -0.100, -0.386], [-0.106, -0.400, 0.376]]}

2.
{"formula": "C6H12O2", "method": "ωB97M-V/def2-TZVPD", "smiles": "C/C=C\\O.C=C(C)O", "homo_energy_ev": -8.317, "total_charge": 0, "elements": ["C", "C", "C", "O", "H", "H", "H", "H", "H", "H", "H", "H", "C", "C", "C", "O", "H", "H", "H", "H"], "positions_angstrom": [[-0.2075, -0.7830, 2.1724], [-0.8656, -2.0654, 1.7722], [1.1036, -0.5624, 2.1219], [-1.1050, 0.1499, 2.5884], [-0.6497, 0.9578, 2.8558], [-0.8666, 0.4214, -0.2919], [-1.6150, -1.8780, 1.0107], [1.7890, -1.3341, 1.8218], [1.5362, 0.3710, 2.4490], [1.2320, 0.0977, 0.1530], [-0.1332, -2.7727, 1.3977], [-1.3679, -2.4944, 2.6301], [0.3901, 1.5103, -3.3467], [-0.5382, 1.1359, -2.2371], [-0.1423, 0.6707, -1.0614], [1.1715, 0.4895, -0.7338], [-1.5960, 1.2649, -2.4132], [0.3094, 2.5757, -3.5709], [1.4151, 1.2867, -3.0649], [0.1402, 0.9585, -4.2530]], "forces_ev_per_a": [[-0.010, -0.075, -0.093], [0.150, 0.301, 0.080], [0.198, 0.068, 0.186], [-0.134, -0.111, -0.020], [0.035, -0.078, -0.040], [0.060, -0.024, 0.061], [-0.128, 0.023, -0.155], [0.034, -0.215, -0.061], [0.012, 0.173, 0.071], [-0.181, 0.082, -0.174], [0.043, -0.017, -0.037], [-0.154, -0.123, 0.207], [-0.031, -0.017, 0.104], [0.141, 0.062, -0.129], [-0.146, -0.049, 0.188], [0.013, 0.009, -0.086], [-0.117, -0.064, 0.162], [0.053, 0.012, -0.069], [0.102, 0.029, -0.099], [0.058, 0.014, -0.095]]}

3.
{"formula": "C5H7N3", "method": "ωB97M-V/def2-TZVPD", "homo_energy_ev": [-8.136, -8.136], "total_charge": 0, "elements": ["C", "C", "N", "N", "C", "C", "C", "N", "H", "H", "H", "H", "H", "H", "H"], "positions_angstrom": [[-0.9461, -0.5357, 0.6834], [0.8670, -0.2083, -0.5383], [-0.7503, 0.2917, 1.7349], [1.2026, 0.9076, -1.2780], [-0.7014, -0.5392, -0.6499], [1.7890, -1.0549, -0.0637], [-2.3774, 0.0844, -0.1764], [-3.4206, 0.5500, -0.3763], [-0.5009, 1.2609, 1.5467], [-1.2027, 0.2243, 2.6364], [2.0788, 1.3484, -1.0271], [0.4535, 1.5648, -1.4585], [-0.8952, -1.2195, -1.4665], [1.5634, -1.7802, 0.7074], [2.8402, -0.8943, -0.2743]], "forces_ev_per_a": [[-6.379, 0.021, 0.547], [-0.297, 0.160, -3.406], [1.522, 0.633, -0.940], [0.220, 0.684, -0.053], [7.086, 0.423, 2.920], [-0.314, 0.045, 0.841], [-1.430, -0.935, 1.230], [0.511, 0.168, -0.354], [0.482, -0.229, 0.012], [-0.317, -0.754, -0.594], [-0.160, 0.013, -0.164], [0.317, -0.159, -0.010], [-1.039, -0.028, 0.328], [-0.196, -0.351, -0.515], [-0.005, 0.309, 0.159]]}

4.
{"formula": "C3H4LiNdO3", "method": "ωB97M-V/def2-TZVPD", "multiplicity": 5, "s2": 6.0078, "homo_energy_ev": [-9.100, -9.102], "total_charge": 1, "elements": ["C", "C", "O", "C", "O", "O", "H", "H", "H", "Nd", "Li", "H"], "positions_angstrom": [[-0.1822, -0.7549, 1.2187], [0.2420, -0.0852, -0.0708], [-0.9066, 0.5453, -0.6532], [-0.7726, 1.2386, -1.7803], [0.3675, 1.2956, -2.3080], [0.5644, -0.4921, 2.2679], [-1.2749, -0.6405, 1.3868], [0.6591, -0.8298, -0.7652], [1.0261, 0.6581, 0.1375], [-1.0643, 2.8722, -4.3028], [1.3510, -1.6064, 3.4285], [-0.0093, -2.2007, 1.4409]], "forces_ev_per_a": [[-0.305, -3.930, 1.851], [0.990, -0.908, -0.326], [-0.830, 0.768, -0.911], [0.250, 0.337, -0.779], [-0.586, 0.859, -1.124], [1.657, 1.610, 2.070], [0.324, -0.044, -0.334], [-0.170, 0.350, 0.001], [-0.348, -0.207, 0.084], [0.764, -1.837, 2.683], [-0.607, 0.767, -0.856], [-1.140, 2.234, -2.359]]}

5.
{"formula": "C24H35F2Si", "method": "ωB97M-V/def2-TZVPD", "homo_energy_ev": -11.144, "total_charge": 1, "elements": ["C", "C", "C", "Si", "C", "C", "C", "C", "C", "C", "H", "H", "H", "H", "H", "H", "H", "H", "H", "H", "H", "H", "H", "H", "H", "H", "H", "H", "H", "H", "H", "H", "C", "C", "C", "F", "C", "C", "C", "C", "C", "C", "F", "C", "C", "C", "C", "C", "C", "H", "H", "H", "H", "H", "H", "H", "H", "H", "H", "H", "H", "H"], "positions_angstrom": [[0.1509, -4.8249, 0.6815], [-0.7561, -4.1367, 1.7171], [-1.0685, -2.7044, 1.3015], [-0.0119, -4.5187, 3.3820], [-1.1474, -5.2043, 4.7161], [-2.2266, -6.0095, 3.9647], [-1.7631, -4.2836, 5.7708], [1.8137, -4.8658, 3.4757], [1.9633, -6.1918, 4.2420], [2.7702, -3.7984, 4.0011], [-0.1966, -2.0096, 4.7889], [-0.3812, -4.9102, -0.2762], [1.0807, -4.2587, 0.5291], [0.4449, -5.8341, 1.0023], [-1.7084, -4.6910, 1.7803], [-1.5781, -2.7525, 0.3336], [-1.7349, -2.2086, 2.0058], [-0.1739, -2.0863, 1.1822], [-0.4509, -5.8990, 5.2243], [-2.7360, -6.6809, 4.6734], [-2.9634, -5.3368, 3.4969], [-1.7839, -6.6144, 3.1560], [-2.3070, -4.9081, 6.4907], [-0.9947, -3.7273, 6.3131], [-2.4728, -3.5649, 5.3458], [2.0499, -5.0302, 2.4078], [2.9824, -6.5812, 4.0990], [1.7677, -6.0588, 5.3171], [1.2453, -6.9429, 3.8780], [3.7930, -4.1891, 3.9349], [2.7171, -2.8903, 3.3991], [2.5765, -3.5256, 5.0432], [4.8420, -0.1937, 7.9606], [3.6117, -0.4938, 7.2030], [2.4220, -0.7143, 7.8687], [2.4005, -0.5168, 9.2258], [1.2297, -0.9689, 7.2066], [1.1900, -0.8481, 5.8214], [-0.0454, -0.9998, 5.0098], [-1.3971, -0.6138, 5.5332], [-1.5430, 0.1355, 6.7092], [-2.8045, 0.4202, 7.1618], [-2.9567, 1.0745, 8.3476], [-3.9556, 0.1159, 6.4438], [-5.2885, 0.5392, 6.9455], [-3.7860, -0.5639, 5.2524], [-2.5388, -0.9431, 4.7889], [2.3891, -0.6826, 5.1191], [3.5787, -0.5280, 5.8026], [5.6958, -0.3063, 7.2946], [4.8300, 0.8271, 8.3557], [4.9673, -0.8879, 8.7892], [0.3355, -1.2072, 7.7839], [0.1201, -0.5603, 4.0048], [-0.6750, 0.4743, 7.2648], [-6.0479, 0.3395, 6.1814], [-5.5668, -0.0371, 7.8287], [-5.3191, 1.5993, 7.2311], [-4.6706, -0.8076, 4.6841], [-2.4363, -1.5195, 3.8663], [2.3498, -0.7337, 4.0370], [4.4999, -0.4277, 5.2511]], "forces_ev_per_a": [[0.111, -0.197, -0.108], [0.093, -0.308, 0.183], [-0.158, 0.217, -0.053], [-0.309, 0.219, 0.326], [0.497, -0.038, -0.257], [0.047, -0.098, -0.129], [0.003, 0.095, 0.119], [-0.137, -0.118, -0.248], [-0.107, -0.215, 0.003], [0.080, 0.186, 0.029], [0.033, -2.467, -0.505], [0.205, 0.021, 0.233], [-0.305, -0.075, -0.051], [-0.099, 0.056, -0.250], [0.198, 0.178, -0.131], [0.081, 0.154, 0.106], [-0.002, 0.044, -0.060], [-0.041, -0.146, 0.044], [-0.408, 0.135, -0.070], [0.112, 0.208, -0.330], [0.163, -0.260, 0.283], [-0.270, -0.077, 0.241], [0.099, 0.171, -0.104], [-0.122, 0.004, 0.041], [0.176, -0.156, 0.030], [0.065, -0.048, 0.380], [-0.349, 0.062, 0.112], [0.224, -0.006, -0.321], [0.305, -0.049, 0.092], [-0.172, 0.102, 0.041], [0.075, -0.030, 0.074], [-0.013, -0.067, -0.136], [0.687, 0.032, 0.091], [-0.417, -0.026, -0.422], [-0.298, 0.562, 0.328], [-0.015, -0.628, -0.942], [-0.203, 0.071, 0.332], [0.630, -0.287, 0.055], [-0.298, 1.199, -0.760], [-0.425, 0.981, 0.223], [0.379, -0.388, -0.308], [-0.599, 0.440, 0.290], [0.200, -0.289, -0.642], [0.421, 0.286, 0.360], [-0.659, -0.002, 0.042], [-0.113, -0.180, -0.262], [0.609, -0.070, 0.509], [-0.316, 0.028, 0.467], [-0.127, -0.200, 0.272], [0.141, 0.132, 0.103], [0.028, -0.159, 0.005], [0.022, 0.092, 0.120], [0.337, 0.189, -0.103], [-0.080, 0.130, 0.547], [-0.308, 0.017, -0.054], [0.097, 0.182, 0.168], [0.000, 0.041, 0.088], [0.060, -0.294, -0.158], [-0.104, -0.032, -0.146], [-0.077, 0.233, 0.213], [0.169, 0.323, 0.017], [0.186, 0.117, -0.017]]}